Entry from OMol25: a 10-piece molecular cluster, C48H106O36P6 overall in a non-equilibrium geometry (ωB97M-V with the def2-TZVPD basis set).

Structure (XYZ):
```
196
Properties=species:S:1:pos:R:3:forces:R:3:lowdin_charge:R:1
P -3.430 -3.738 6.408 -1.30 -1.30 -0.51 0.534
P -0.809 -1.066 1.532 1.50 -0.48 -1.31 0.547
P -7.380 0.293 -0.812 -1.00 -0.05 0.20 0.482
P -0.354 -3.992 -3.865 0.65 1.35 -1.09 0.437
P 4.616 3.871 -5.715 -2.15 -0.49 -2.33 0.435
P 4.679 2.045 2.640 1.09 -1.67 0.02 0.538
O -2.279 -1.080 1.689 0.96 -0.04 -0.13 -0.223
O -1.627 -4.831 -4.271 0.50 0.00 0.28 -0.157
O 3.250 -0.700 -2.877 0.97 1.13 -1.55 0.058
O -0.072 -2.504 1.165 0.26 3.13 1.78 -0.191
O 2.213 4.689 0.908 0.73 0.59 -1.39 0.047
O -0.519 -2.601 -3.316 0.05 -2.31 -0.36 -0.226
O 0.552 -4.942 -2.996 0.05 0.32 1.46 -0.200
O -1.424 1.905 -3.215 1.54 -0.55 -1.00 0.073
O 5.316 -1.150 -3.754 -0.20 0.70 -0.36 0.168
O -2.909 -2.318 5.858 -0.44 -1.63 -0.45 -0.188
O 3.183 6.688 0.951 0.24 0.09 0.70 0.077
O -6.554 0.919 0.451 -2.82 -0.56 -1.95 -0.166
O -4.773 -3.732 7.062 1.88 0.29 -0.59 -0.243
O -3.387 -4.701 5.062 0.89 1.00 3.43 -0.193
O -6.732 1.010 -2.093 0.43 -0.96 0.41 -0.168
O 3.820 4.548 -6.794 1.29 -1.01 1.77 -0.252
O -3.187 5.103 1.418 -0.99 0.94 -1.17 0.077
O -1.691 4.444 -0.102 -0.75 -0.29 4.38 0.124
O 0.426 -4.065 -5.252 -2.32 0.14 0.32 -0.162
O 3.770 3.376 -4.438 0.49 -0.86 -2.08 -0.222
O -0.222 -0.142 0.305 -0.40 -2.68 1.56 -0.196
O -6.807 -1.224 -0.874 0.38 0.52 -0.82 -0.198
O 4.952 3.649 2.781 0.35 -1.80 0.32 -0.194
O 5.468 2.595 -6.264 0.09 1.44 1.16 -0.192
O -8.866 0.396 -0.724 2.11 -0.13 0.16 -0.248
O -2.206 -4.266 7.347 -1.76 -0.29 -3.66 -0.166
O -3.297 3.119 -3.147 1.09 -2.61 0.26 0.125
O 4.124 1.896 1.131 -1.31 0.64 2.72 -0.198
O 4.447 -2.395 -2.135 0.72 -0.25 -1.54 0.068
O -1.326 4.200 2.214 -0.91 0.12 -0.48 0.020
O 3.427 5.530 -0.935 -1.49 -0.67 3.04 0.113
O 0.003 -0.547 2.830 -0.68 -1.10 -1.61 -0.172
O 3.353 1.847 3.548 1.70 2.14 -1.18 -0.177
O -3.292 0.910 -2.638 -0.21 -0.62 0.07 0.052
O 5.813 1.072 2.925 -2.16 2.39 -0.37 -0.252
O 5.642 4.778 -4.986 1.92 0.30 -0.08 -0.132
C -0.789 1.242 4.214 -0.65 0.94 -0.18 -0.079
C -0.283 -3.136 -0.064 -1.78 -1.12 -0.86 -0.280
C -3.810 -5.428 2.851 -0.71 0.49 0.16 -0.054
C 3.254 -2.433 -1.439 -0.51 0.13 2.58 -0.145
C -2.259 -0.087 -2.562 -0.80 -0.51 -0.49 -0.120
C -2.057 4.544 1.086 2.39 -0.26 -4.10 -0.516
C 4.412 -1.365 -3.019 0.36 -0.79 0.48 -0.565
C 6.304 4.142 2.568 0.42 1.88 -0.51 -0.234
C -2.688 -4.983 -3.331 -1.56 1.14 0.57 -0.249
C -1.190 0.500 -3.387 1.71 0.26 0.65 -0.121
C 6.466 4.737 1.178 0.08 -0.59 -1.46 -0.067
C -6.010 -0.102 -4.277 2.05 -0.66 0.22 -0.085
C 3.781 0.876 -6.455 1.31 0.23 -1.85 -0.058
C -2.290 -4.105 8.707 0.67 0.84 3.05 -0.349
C -2.687 -1.265 6.762 0.02 0.59 1.54 -0.292
C 2.623 4.103 -4.028 -1.16 -0.61 2.10 -0.227
C 2.359 -1.422 -2.093 -1.67 -0.39 0.01 -0.141
C -7.020 0.658 -3.477 -0.57 0.20 -0.29 -0.231
C 7.241 5.215 -3.168 1.45 1.01 -0.96 -0.078
C -3.405 5.094 2.798 0.15 -1.16 0.44 -0.104
C -1.218 -4.322 0.339 0.60 0.90 -0.66 -0.045
C -7.135 -2.248 0.053 -0.74 0.18 1.88 -0.277
C -3.483 -0.059 6.331 0.39 1.31 -0.55 -0.048
C 1.503 3.075 -3.648 -0.21 0.85 0.05 -0.047
C 2.866 6.378 2.317 0.41 1.62 0.00 -0.108
C 3.548 0.280 5.460 0.82 0.06 -0.33 -0.055
C 2.728 -4.019 -5.267 1.75 0.29 -0.42 -0.069
C 1.958 -6.872 -2.354 -1.36 0.88 -0.44 -0.038
C -2.711 2.044 -3.027 -2.75 4.20 0.13 -0.595
C -0.470 1.242 0.316 -1.71 0.36 -0.11 -0.300
C -6.001 -3.222 0.310 0.05 -0.23 -0.79 -0.069
C 2.989 5.601 0.214 0.35 -0.28 -2.68 -0.503
C -4.671 1.577 1.597 1.17 0.07 -0.09 -0.054
C 2.973 0.614 4.060 -1.56 -1.87 1.75 -0.284
C 4.577 2.205 -1.194 0.53 -0.67 0.44 -0.019
C -1.994 4.857 3.305 0.45 0.99 0.88 -0.124
C -4.207 -4.404 3.953 0.98 -0.54 -1.35 -0.263
C -0.717 -0.274 4.029 0.92 1.16 0.96 -0.259
C -1.853 -5.377 9.421 0.16 -0.21 -0.38 -0.057
C 4.952 1.625 -7.171 -1.39 -0.36 0.17 -0.252
C 0.764 1.976 0.065 1.32 1.11 0.54 -0.048
C 0.705 -6.344 -3.210 1.73 -1.32 0.64 -0.214
C 6.196 4.327 -3.746 -0.77 0.76 1.90 -0.284
C -5.204 0.613 0.552 1.50 0.63 0.83 -0.293
C 1.503 -3.210 -5.496 1.40 0.30 0.02 -0.284
C 2.061 5.137 2.249 0.20 -1.01 0.46 -0.128
C -3.776 -3.969 -3.697 0.25 0.13 -0.68 -0.054
C 4.975 1.478 0.121 0.90 -0.27 -1.57 -0.270
H -5.083 0.443 -4.453 -0.13 0.54 0.14 0.064
H 2.896 -6.395 -2.637 -0.21 0.33 -0.03 0.064
H 0.019 1.797 3.738 0.57 -0.62 -0.09 0.074
H 0.909 3.331 -2.771 0.31 0.67 0.25 0.060
H -1.492 5.806 3.492 0.12 0.27 -0.30 0.124
H -2.438 -4.737 -2.299 0.76 -0.32 0.03 0.096
H -6.222 -4.036 1.000 -0.76 0.14 0.03 0.071
H 2.249 7.192 2.697 0.42 0.16 0.14 0.134
H -0.237 0.250 -2.920 0.24 0.14 -0.47 0.123
H 5.219 3.079 -1.307 -0.31 0.05 -0.19 0.051
H 0.720 3.058 -4.406 0.33 -0.52 -0.35 0.070
H 1.035 5.363 2.539 -0.17 -0.57 -0.48 0.119
H -4.290 -5.045 1.951 0.15 -0.29 -0.31 0.048
H -4.691 0.752 -0.400 0.05 0.12 -0.09 0.113
H -2.848 -1.512 7.811 -0.75 -0.50 0.01 0.109
H 7.431 4.513 0.725 0.24 -0.39 0.28 0.077
H -3.224 -3.716 9.112 -0.47 -0.32 -0.57 0.116
H -2.493 -6.212 9.137 0.11 -0.03 -0.32 0.081
H 1.884 2.090 -3.380 0.30 -0.08 -0.57 0.060
H -7.071 1.592 -4.037 -0.67 0.26 0.55 0.124
H 2.650 -4.928 -5.864 0.31 -0.16 0.30 0.092
H 3.801 6.276 2.867 -0.09 0.06 0.06 0.128
H 1.251 1.588 -0.829 -0.14 0.40 -0.31 0.074
H 3.373 1.060 6.201 0.18 0.59 -0.44 0.075
H 5.750 4.242 0.522 -0.15 0.25 -0.20 0.055
H -0.824 -5.548 9.106 -0.03 -0.45 0.03 0.077
H -0.196 -6.851 -2.864 -0.01 -0.02 -0.10 0.112
H 1.899 0.659 4.242 -0.12 0.41 -0.35 0.078
H -2.752 -5.614 2.667 0.09 0.73 0.22 0.064
H -7.957 0.102 -3.523 -0.22 0.35 0.17 0.118
H 3.046 -0.178 3.315 0.60 -0.12 0.11 0.128
H 2.873 1.478 -6.484 0.17 0.12 0.68 0.074
H 6.418 5.813 1.011 -0.65 0.06 0.65 0.083
H -3.895 6.024 3.088 0.12 -0.26 0.17 0.146
H -1.871 -5.397 10.511 -0.07 0.70 -0.01 0.077
H -3.621 1.320 1.739 0.18 -0.09 0.29 0.053
H -2.193 -3.864 0.501 -0.20 -0.37 -0.03 0.067
H 3.119 -0.565 5.998 -0.36 -0.45 -0.80 0.071
H 3.038 -4.180 -4.235 -0.73 -0.45 0.22 0.072
H 1.530 1.941 0.840 -0.14 -0.50 0.35 0.074
H 5.405 4.437 -3.004 -0.40 -0.84 -0.18 0.092
H -1.631 1.785 3.785 -0.59 -0.46 0.07 0.058
H 1.794 -0.730 -1.468 0.44 -0.08 0.55 0.122
H 2.987 4.610 -3.135 -0.44 0.23 0.14 0.087
H 3.528 2.497 -1.215 0.06 0.17 0.41 0.071
H 5.740 0.934 -7.472 0.30 0.05 0.69 0.112
H 1.483 -2.907 -6.543 -0.30 0.14 0.10 0.131
H -1.040 1.518 1.204 0.34 0.22 0.40 0.104
H 1.572 -1.889 -2.686 0.18 -0.09 -0.44 0.087
H 0.598 -3.443 -0.629 0.61 -0.14 0.86 0.093
H 3.538 -2.062 -0.454 -0.46 -0.37 0.52 0.134
H 2.839 -3.438 -1.371 0.10 0.04 -0.14 0.124
H -2.557 -0.959 -3.145 -0.44 -0.43 1.14 0.111
H 3.582 -3.432 -5.606 0.17 -0.05 -0.53 0.085
H 2.516 4.371 2.876 -0.46 -0.07 0.18 0.114
H -6.370 -0.326 -5.281 -0.47 -0.06 0.17 0.085
H -0.729 -2.441 -0.775 -0.49 -0.09 0.00 0.088
H 6.641 3.332 -3.719 -0.59 -0.27 -0.74 0.131
H 3.567 0.018 -7.093 -0.05 -0.39 0.24 0.066
H -4.663 2.616 1.266 -0.34 0.00 -0.31 0.072
H -1.174 1.455 -0.489 -0.07 0.03 -0.19 0.110
H 1.713 -6.655 -1.314 0.29 0.08 0.08 0.066
H -4.148 -4.241 -4.684 -0.56 0.01 0.17 0.085
H 0.520 3.039 0.042 0.06 0.01 -0.74 0.075
H 4.210 0.577 -5.499 -0.73 -0.03 0.16 0.063
H 7.137 3.452 2.705 -0.72 -0.54 0.55 0.117
H 2.159 -7.942 -2.418 -0.54 -0.05 -0.31 0.070
H 7.656 4.730 -2.285 0.02 -0.02 -0.01 0.076
H -5.279 -4.503 4.121 0.04 0.04 0.51 0.121
H -3.065 -6.004 -3.377 0.22 0.03 -0.10 0.126
H -3.358 -2.972 -3.835 0.44 -0.06 0.10 0.054
H 2.221 4.861 -4.701 0.46 -0.31 -0.48 0.120
H 1.575 -2.336 -4.848 -0.71 0.21 -0.09 0.106
H -3.515 0.806 6.993 0.75 -0.23 0.63 0.082
H -1.243 -5.134 -0.387 -0.14 0.06 -0.03 0.059
H -1.221 0.150 -4.419 0.05 0.53 -0.13 0.144
H -4.551 -0.126 6.126 0.15 -1.08 -0.27 0.091
H -0.709 1.497 5.270 -0.28 -0.04 0.11 0.082
H -1.579 -3.297 8.881 0.28 0.01 0.69 0.113
H -5.171 1.543 2.564 -0.19 -0.32 -0.12 0.083
H -5.135 -2.752 0.776 0.20 0.25 -0.56 0.064
H -4.200 -6.425 3.059 -0.36 0.13 0.19 0.076
H 5.994 1.668 0.459 0.30 0.27 -0.54 0.106
H -0.057 -0.514 4.862 0.16 -0.89 -0.20 0.109
H -5.015 -0.413 0.868 -0.23 -0.09 0.08 0.100
H -5.614 -1.013 -3.828 -0.55 -0.35 0.18 0.066
H 4.682 1.555 -2.062 0.38 0.00 -0.01 0.070
H -1.609 -1.109 6.797 0.13 0.55 -0.52 0.117
H -8.067 -2.737 -0.229 0.15 -0.12 -0.38 0.124
H 4.616 0.076 5.377 0.08 0.18 0.17 0.068
H 8.027 5.339 -3.913 0.45 -0.10 0.13 0.080
H 6.415 5.010 3.217 -0.03 -0.52 0.69 0.114
H 4.959 0.390 0.053 -0.40 -0.16 -0.22 0.113
H 0.881 -6.562 -4.263 -0.18 0.18 -0.07 0.115
H -1.934 -0.189 -1.527 -0.41 -0.60 -0.08 0.114
H 4.678 2.088 -8.119 -0.43 0.35 0.17 0.111
H -2.945 0.301 5.454 -0.60 0.21 -0.35 0.045
H -3.959 -3.375 3.694 -0.28 0.03 -0.59 0.108
H -1.901 4.356 4.268 -0.15 -0.71 -0.42 0.128
H -1.622 -0.874 4.127 -0.09 0.38 -0.25 0.098
H -4.546 -3.809 -2.943 -0.16 -0.60 -0.10 0.071
H -5.809 -3.708 -0.647 0.74 -0.01 0.02 0.067
H 6.974 6.239 -2.905 -0.59 -0.15 0.03 0.083
H -4.006 4.196 2.944 -0.44 0.25 0.66 0.123
H -0.859 -4.693 1.299 0.03 -0.13 -0.13 0.076
H -7.354 -1.808 1.025 -0.20 0.41 0.08 0.117
```
Forces are in eV/Å.

## Properties
- E_HOMO: -9.9 eV
- Total charge: 0
- E_LUMO: -0.0018 Eh
- SMILES string: CCOP(=O)(OCC)OCC.CCOP(=O)(OCC)OCC.CCOP(=O)(OCC)OCC.CCOP(=O)(OCC)OCC.CCOP(=O)(OCC)OCC.CCOP(=O)(OCC)OCC.O=C1OCCO1.O=C1OCCO1.O=C1OCCO1.O=C1OCCO1
- Max |F|: 0.0977 Eh/bohr